# 1
{
  "formula": "C4H12",
  "method": "wB97M-V/def2-TZVPD",
  "gap_ev": 12.18,
  "de_lowest_ev": 1.964,
  "smiles": "CC.CC",
  "symbols": ["C", "C", "H", "H", "H", "H", "H", "H", "C", "C", "H", "H", "H", "H", "H", "H"],
  "coordinates": [[-2.148, -1.702, -0.347], [-2.394, -0.118, -0.186], [-1.279, -2.271, 0.110], [-3.070, -1.915, 0.287], [-2.082, -1.858, -1.281], [-2.391, 0.105, 0.838], [-1.739, 0.582, -0.708], [-3.435, 0.172, -0.506], [2.614, 0.666, -0.516], [2.053, 1.001, 0.911], [1.890, 0.038, -0.869], [2.453, 1.579, -1.096], [3.633, 0.394, -0.626], [2.326, 1.965, 1.149], [0.953, 0.908, 1.230], [2.616, 0.453, 1.610]]
}



# 2
{
  "formula": "C4H12",
  "method": "wB97M-V/def2-TZVPD",
  "gap_ev": 12.61,
  "de_lowest_ev": 0.364,
  "smiles": "CC.CC",
  "symbols": ["C", "C", "H", "H", "H", "H", "H", "H", "C", "C", "H", "H", "H", "H", "H", "H"],
  "coordinates": [[-1.578, 1.571, -0.177], [-2.759, 0.660, -0.391], [-1.247, 1.979, -1.132], [-1.894, 2.494, 0.335], [-0.771, 1.192, 0.441], [-2.448, -0.266, -0.891], [-3.433, 1.045, -1.160], [-3.300, 0.340, 0.491], [1.618, -0.825, -0.147], [2.741, -1.411, 0.706], [0.902, -0.242, 0.419], [2.061, -0.146, -0.855], [1.153, -1.530, -0.833], [3.716, -1.137, 0.329], [2.664, -2.498, 0.777], [2.649, -1.079, 1.741]]
}



# 3
{
  "formula": "C4H12",
  "method": "wB97M-V/def2-TZVPD",
  "gap_ev": 12.80,
  "de_lowest_ev": 0.320,
  "smiles": "CC.CC",
  "symbols": ["C", "C", "H", "H", "H", "H", "H", "H", "C", "C", "H", "H", "H", "H", "H", "H"],
  "coordinates": [[0.751, -1.922, -0.101], [1.416, -1.637, -1.463], [-0.232, -1.464, -0.033], [0.636, -2.979, 0.120], [1.325, -1.459, 0.692], [1.924, -2.502, -1.888], [2.261, -0.960, -1.258], [0.802, -1.074, -2.165], [-1.241, 2.180, 0.151], [-0.940, 1.371, 1.437], [-1.757, 3.078, 0.453], [-0.307, 2.365, -0.377], [-1.914, 1.640, -0.515], [-0.629, 0.360, 1.210], [-1.789, 1.430, 2.122], [-0.155, 1.936, 1.953]]
}



# 4
{
  "formula": "C4H12",
  "method": "wB97M-V/def2-TZVPD",
  "gap_ev": 11.85,
  "de_lowest_ev": 2.033,
  "smiles": "CC.CC",
  "symbols": ["C", "C", "H", "H", "H", "H", "H", "H", "C", "C", "H", "H", "H", "H", "H", "H"],
  "coordinates": [[2.285, 0.164, 1.064], [0.925, 0.406, 1.709], [2.633, -0.758, 1.162], [2.423, 0.507, 0.001], [2.900, 0.964, 1.782], [1.002, 1.318, 2.388], [0.806, -0.644, 2.212], [0.269, 0.703, 0.907], [-2.184, 0.230, -1.391], [-1.212, -0.863, -1.365], [-1.923, 1.094, -0.801], [-2.347, 0.532, -2.359], [-3.150, 0.005, -0.940], [-0.105, -0.542, -1.699], [-1.444, -1.662, -2.075], [-0.878, -1.453, -0.597]]
}



# 5
{
  "formula": "C4H12",
  "method": "wB97M-V/def2-TZVPD",
  "gap_ev": 12.56,
  "de_lowest_ev": 0.478,
  "smiles": "CC.CC",
  "symbols": ["C", "C", "H", "H", "H", "H", "H", "H", "C", "C", "H", "H", "H", "H", "H", "H"],
  "coordinates": [[-0.438, -1.732, -1.563], [-0.540, -2.093, -0.051], [-1.411, -1.672, -2.029], [0.239, -0.881, -1.605], [0.123, -2.533, -2.053], [0.447, -2.302, 0.364], [-0.912, -1.275, 0.565], [-1.149, -2.993, 0.005], [1.163, 1.588, 0.833], [-0.166, 2.374, 0.775], [1.600, 1.492, -0.154], [1.824, 1.969, 1.603], [0.854, 0.562, 1.063], [-0.293, 2.766, -0.235], [-0.329, 3.041, 1.618], [-1.012, 1.686, 0.862]]
}



# 6
{
  "formula": "C4H12",
  "method": "wB97M-V/def2-TZVPD",
  "gap_ev": 12.46,
  "de_lowest_ev": 0.520,
  "smiles": "CC.CC",
  "symbols": ["C", "C", "H", "H", "H", "H", "H", "H", "C", "C", "H", "H", "H", "H", "H", "H"],
  "coordinates": [[-0.108, -1.743, -1.514], [0.327, -0.758, -2.613], [0.512, -1.561, -0.635], [-1.115, -1.434, -1.215], [-0.126, -2.780, -1.842], [-0.214, -0.976, -3.534], [0.213, 0.250, -2.221], [1.389, -0.869, -2.847], [-0.874, 1.393, 1.995], [0.611, 1.058, 2.074], [-1.447, 1.105, 2.876], [-0.887, 2.468, 2.205], [-1.324, 1.179, 1.031], [0.928, 0.131, 1.578], [0.848, 0.783, 3.104], [1.267, 1.755, 1.559]]
}



# 7
{
  "formula": "C4H12",
  "method": "wB97M-V/def2-TZVPD",
  "gap_ev": 12.80,
  "de_lowest_ev": 0.314,
  "smiles": "CC.CC",
  "symbols": ["C", "C", "H", "H", "H", "H", "H", "H", "C", "C", "H", "H", "H", "H", "H", "H"],
  "coordinates": [[-1.083, -0.704, 1.000], [-1.695, -0.732, 2.384], [-0.076, -0.412, 1.054], [-1.061, -1.733, 0.611], [-1.668, -0.012, 0.357], [-1.047, -1.363, 2.998], [-1.745, 0.266, 2.783], [-2.657, -1.246, 2.381], [1.181, 0.003, -1.868], [1.584, 1.461, -1.511], [0.465, -0.041, -2.761], [2.111, -0.593, -2.114], [0.650, -0.508, -1.034], [2.276, 1.465, -0.700], [0.729, 2.059, -1.186], [2.097, 1.949, -2.422]]
}



# 8
{
  "formula": "C4H12",
  "method": "wB97M-V/def2-TZVPD",
  "gap_ev": 12.34,
  "de_lowest_ev": 0.616,
  "smiles": "CC.CC",
  "symbols": ["C", "C", "H", "H", "H", "H", "H", "H", "C", "C", "H", "H", "H", "H", "H", "H"],
  "coordinates": [[0.888, -0.435, 0.876], [2.340, -0.461, 1.294], [0.327, -0.196, 1.787], [0.661, 0.210, 0.045], [0.494, -1.446, 0.737], [3.002, 0.180, 0.707], [2.558, -0.099, 2.311], [2.767, -1.470, 1.296], [-1.985, -0.197, -1.068], [-1.294, 1.136, -1.177], [-2.645, -0.270, -0.206], [-2.510, -0.324, -2.030], [-1.329, -1.061, -0.996], [-1.841, 2.042, -1.444], [-0.906, 1.436, -0.192], [-0.529, 0.955, -1.940]]
}



# 9
{
  "formula": "C4H12",
  "method": "wB97M-V/def2-TZVPD",
  "gap_ev": 12.93,
  "de_lowest_ev": 0.108,
  "smiles": "CC.CC",
  "symbols": ["C", "C", "H", "H", "H", "H", "H", "H", "C", "C", "H", "H", "H", "H", "H", "H"],
  "coordinates": [[-1.678, 0.917, -0.695], [-2.991, 0.219, -0.329], [-0.975, 0.141, -0.975], [-1.753, 1.580, -1.552], [-1.269, 1.523, 0.117], [-3.362, -0.363, -1.174], [-2.779, -0.467, 0.484], [-3.804, 0.877, -0.039], [1.707, -0.485, 0.953], [2.951, -0.656, 0.058], [0.831, -0.899, 0.473], [1.862, -1.007, 1.896], [1.471, 0.567, 1.083], [3.837, -0.344, 0.608], [2.910, 0.024, -0.785], [3.050, -1.692, -0.227]]
}



# 10
{
  "formula": "C4H12",
  "method": "wB97M-V/def2-TZVPD",
  "gap_ev": 12.16,
  "de_lowest_ev": 0.818,
  "smiles": "CC.CC",
  "symbols": ["C", "C", "H", "H", "H", "H", "H", "H", "C", "C", "H", "H", "H", "H", "H", "H"],
  "coordinates": [[0.520, -1.966, -0.934], [1.327, -1.474, 0.287], [-0.382, -1.399, -1.110], [1.117, -1.980, -1.843], [0.201, -2.990, -0.735], [1.586, -0.447, 0.004], [2.259, -1.918, 0.638], [0.689, -1.419, 1.172], [-0.944, 1.794, -0.461], [-0.862, 1.468, 1.014], [-0.026, 2.258, -0.824], [-1.305, 1.053, -1.167], [-1.523, 2.714, -0.627], [0.098, 1.290, 1.493], [-1.642, 0.756, 1.297], [-1.112, 2.260, 1.796]]
}



# 11
{
  "formula": "C4H12",
  "method": "wB97M-V/def2-TZVPD",
  "gap_ev": 12.88,
  "de_lowest_ev": 0.186,
  "smiles": "CC.CC",
  "symbols": ["C", "C", "H", "H", "H", "H", "H", "H", "C", "C", "H", "H", "H", "H", "H", "H"],
  "coordinates": [[-0.655, -0.872, -1.625], [-1.986, -0.140, -1.738], [-0.619, -1.540, -0.765], [-0.421, -1.334, -2.578], [0.169, -0.168, -1.460], [-2.243, 0.510, -0.905], [-2.824, -0.836, -1.844], [-1.986, 0.443, -2.655], [1.912, 0.024, 1.767], [0.743, 1.012, 1.566], [1.883, -0.335, 2.793], [1.846, -0.842, 1.113], [2.856, 0.526, 1.612], [0.012, 0.630, 0.857], [1.113, 1.950, 1.146], [0.263, 1.291, 2.498]]
}



# 12
{
  "formula": "C4H12",
  "method": "wB97M-V/def2-TZVPD",
  "gap_ev": 12.21,
  "de_lowest_ev": 1.033,
  "smiles": "CC.CC",
  "symbols": ["C", "C", "H", "H", "H", "H", "H", "H", "C", "C", "H", "H", "H", "H", "H", "H"],
  "coordinates": [[-2.037, 1.750, -1.037], [-1.407, 1.138, 0.182], [-1.383, 1.606, -1.915], [-3.037, 1.171, -1.143], [-2.029, 2.827, -0.882], [-1.448, 0.000, 0.197], [-0.349, 1.368, 0.167], [-1.934, 1.466, 0.994], [2.434, -1.705, 0.444], [0.990, -1.179, 0.362], [2.619, -1.385, 1.491], [2.488, -2.779, 0.576], [3.158, -1.387, -0.315], [0.674, -0.878, -0.611], [0.981, -0.210, 0.806], [0.384, -1.827, 0.932]]
}